# 1
Below is C15H28BF3NNbO4PSTi as an isolated structure, with properties calculated with ωB97M-V/def2-TZVPD.

Summary:
- HOMO energy: -10.808 eV
- Total charge: +1

The geometry in XYZ format:
```
56
C15H28BF3NNbO4PSTi (ωB97M-V/def2-TZVPD)
C -0.28 0.17 7.26
C -0.68 0.30 5.79
O -0.41 -0.91 5.11
C -1.33 -1.22 4.09
C -0.96 -0.52 2.79
O -2.10 -0.08 2.08
C -2.12 -0.44 0.71
Nb -0.68 0.75 -0.65
C -1.68 0.11 -2.53
C -0.83 0.18 -3.78
O 0.31 -0.63 -3.62
C 1.25 -0.50 -4.64
C 1.87 -1.85 -4.95
F 3.06 -1.98 -4.36
F 1.13 -2.87 -4.55
F 2.08 -1.98 -6.26
P -2.59 2.58 -0.56
S -4.39 1.93 -0.77
B 0.66 2.38 -1.68
N 0.66 3.80 -1.25
O 1.55 2.09 -2.67
C 0.91 -0.72 -0.63
C 2.26 -0.41 -0.38
C 3.22 -1.40 -0.45
C 2.86 -2.70 -0.76
C 1.53 -3.03 -0.99
C 0.57 -2.04 -0.91
H 0.12 -0.82 7.45
H 0.48 0.89 7.53
H -1.13 0.33 7.89
H -0.10 1.11 5.35
H -1.73 0.55 5.74
H -2.35 -0.99 4.38
H -1.27 -2.29 3.97
H -0.32 -1.18 2.20
H -0.34 0.34 3.05
H -3.15 -0.31 0.39
H -1.85 -1.50 0.61
H -0.10 1.59 0.96
H -1.93 -0.94 -2.34
H -2.62 0.60 -2.75
H -0.58 1.19 -4.08
H -1.43 -0.23 -4.61
H 0.85 -0.07 -5.55
H 2.07 0.13 -4.30
H -2.46 3.29 0.73
H -2.34 3.50 -1.61
H 0.14 3.82 -0.40
H 1.61 4.02 -0.96
H 2.45 2.39 -2.48
H 2.52 0.60 -0.15
H 4.26 -1.17 -0.29
H 3.60 -3.47 -0.84
H 1.25 -4.03 -1.23
H -0.45 -2.33 -1.11
Ti -1.06 4.01 1.00
```


# 2
Below is a 17-piece molecular cluster, H34O17 overall, with properties calculated with ωB97M-V/def2-TZVPD.

Summary:
- HOMO energy: -10.894 eV

The geometry in XYZ format:
```
51
H34O17 (ωB97M-V/def2-TZVPD)
O 0.13 1.90 -0.13
H 0.16 2.55 0.59
H -0.65 1.88 -0.70
O 4.08 0.09 0.92
H 3.63 -0.42 1.68
H 5.01 0.13 1.06
O -2.12 -1.72 3.47
H -1.68 -1.56 2.61
H -1.33 -2.18 4.05
O 2.64 -5.25 0.50
H 1.76 -5.05 0.15
H 3.11 -4.67 -0.12
O 1.92 -0.22 -1.08
H 2.64 0.19 -0.59
H 1.16 0.13 -0.71
O 3.19 2.92 -3.67
H 2.28 3.22 -4.07
H 2.90 1.99 -3.34
O -0.95 3.15 2.88
H -1.89 3.53 2.83
H -0.82 2.14 2.89
O -2.65 2.43 -2.28
H -2.86 2.04 -1.45
H -2.49 3.36 -2.26
O 0.06 1.72 -3.69
H 0.00 2.27 -4.59
H 0.63 1.05 -4.00
O 3.75 2.59 -0.77
H 2.76 2.91 -0.94
H 3.80 2.11 -1.55
O -1.77 -4.63 -1.00
H -1.07 -5.17 -1.28
H -1.39 -4.25 -0.12
O -2.25 -0.78 -1.02
H -1.45 -1.16 -1.07
H -2.70 -1.52 -0.58
O 0.10 -2.03 -0.22
H 0.91 -1.39 -0.20
H 0.12 -2.33 0.77
O 0.98 -2.30 2.05
H 1.35 -1.37 2.35
H 1.65 -2.93 2.19
O 0.57 5.24 0.44
H 1.33 4.68 0.35
H 0.31 5.15 1.49
O -4.20 -4.32 -0.23
H -3.38 -4.37 -0.66
H -4.49 -3.52 -0.27
O -3.80 1.30 3.58
H -3.72 0.32 3.36
H -3.07 1.50 4.11
```


# 3
Below is C14H35MnO7 as an isolated structure, with properties calculated with ωB97M-V/def2-TZVPD.

Summary:
- Multiplicity: 6
- HOMO energy (spin up / spin down): -3.859 / -4.668 eV
- Total charge: -1

The geometry in XYZ format:
```
57
C14H35MnO7 (ωB97M-V/def2-TZVPD)
Mn 0.21 -0.42 0.68
C 1.84 3.50 0.76
C 0.43 2.95 0.78
O 0.28 1.62 0.49
H 1.81 4.54 1.09
H 2.25 3.56 -0.25
H 2.50 2.95 1.44
H -0.16 3.54 0.04
H -0.05 3.18 1.75
C -1.77 0.48 3.39
C -2.34 -0.60 2.43
O -1.38 -1.28 1.74
H -1.09 1.17 2.89
H -1.18 -0.05 4.14
H -2.60 1.06 3.79
H -3.12 -0.10 1.82
H -2.89 -1.25 3.13
C 1.17 -3.89 -1.16
C 0.65 -2.58 -1.76
O 0.77 -1.49 -0.95
H 0.75 -4.07 -0.16
H 2.25 -3.83 -1.03
H 0.95 -4.74 -1.81
H -0.42 -2.78 -1.96
H 1.16 -2.44 -2.72
C 2.32 -2.16 2.10
O 1.72 -0.87 2.07
C 2.33 0.02 2.98
C 3.83 0.22 2.73
O 4.11 1.58 3.06
C 5.49 1.83 3.00
H 2.31 -2.56 3.12
H 3.34 -2.12 1.72
H 1.71 -2.83 1.51
H 2.10 -0.27 4.01
H 1.90 1.00 2.78
H 3.96 0.15 1.64
H 4.46 -0.46 3.29
H 6.04 1.19 3.70
H 5.71 2.86 3.29
H 5.86 1.63 1.99
C -2.95 0.53 -1.22
O -3.58 0.09 -2.42
C -2.63 0.08 -3.45
C -3.33 0.18 -4.81
O -4.51 -0.57 -4.79
C -5.27 -0.44 -5.99
H -2.26 -0.24 -0.87
H -3.71 0.57 -0.44
H -2.45 1.49 -1.32
H -1.93 -0.77 -3.39
H -2.00 0.98 -3.41
H -2.66 -0.20 -5.60
H -3.53 1.24 -5.05
H -4.61 -0.49 -6.85
H -5.79 0.52 -5.93
H -6.01 -1.23 -6.01
```


# 4
Below is a 12-piece molecular cluster, C48H87BNO42P4 overall, with properties calculated with ωB97M-V/def2-TZVPD.

Summary:
- HOMO energy: -8.610 eV
- Total charge: -1

The geometry in XYZ format:
```
183
C48H87BNO42P4 (ωB97M-V/def2-TZVPD)
O -30.42 27.12 -33.62
C -30.36 26.88 -32.47
O -29.42 27.33 -31.63
B -29.33 26.47 -30.46
O -30.57 25.68 -30.49
C -31.20 25.89 -31.63
O -32.20 25.34 -32.01
O -29.18 27.28 -29.23
C -28.09 26.92 -28.60
O -27.75 27.31 -27.52
C -27.42 25.79 -29.43
O -28.16 25.56 -30.49
O -26.40 25.26 -29.11
C -31.96 24.19 -27.72
C -32.19 25.36 -26.88
N -32.32 26.32 -26.27
H -32.70 24.19 -28.52
H -32.04 23.24 -27.20
H -30.99 24.30 -28.20
C -38.59 27.45 -32.74
C -37.40 27.13 -31.85
O -36.32 28.09 -32.08
P -36.03 29.29 -31.06
O -34.98 30.17 -31.57
O -37.51 29.92 -30.92
C -37.69 31.19 -30.26
C -38.73 31.94 -31.08
O -35.86 28.68 -29.60
C -34.65 28.02 -29.20
C -34.35 26.77 -30.00
H -39.32 26.66 -32.56
H -39.09 28.38 -32.49
H -38.27 27.48 -33.78
H -37.62 27.23 -30.79
H -36.99 26.17 -32.15
H -38.06 30.99 -29.25
H -36.75 31.73 -30.21
H -38.40 32.16 -32.10
H -39.70 31.46 -31.08
H -38.83 32.92 -30.60
H -33.82 28.73 -29.23
H -34.68 27.80 -28.13
H -35.18 26.06 -29.96
H -34.05 26.99 -31.03
H -33.48 26.28 -29.56
C -34.40 28.79 -40.17
C -33.08 28.14 -39.82
O -32.96 27.98 -38.38
P -32.48 26.62 -37.77
O -31.11 26.18 -38.09
O -32.81 26.80 -36.23
C -34.11 27.20 -35.79
C -34.06 27.30 -34.28
O -33.65 25.62 -38.31
C -33.40 24.25 -38.60
C -32.91 23.45 -37.39
H -35.20 28.43 -39.52
H -34.25 29.86 -40.03
H -34.60 28.65 -41.23
H -33.01 27.13 -40.22
H -32.23 28.72 -40.18
H -34.49 28.14 -36.20
H -34.78 26.38 -36.06
H -33.37 28.14 -34.11
H -34.94 27.69 -33.77
H -33.80 26.39 -33.75
H -34.31 23.80 -38.99
H -32.61 24.19 -39.36
H -32.99 22.39 -37.65
H -31.89 23.67 -37.10
H -33.57 23.54 -36.53
C -23.44 33.08 -25.19
C -23.83 31.85 -26.01
O -24.38 32.28 -27.26
P -23.56 32.02 -28.60
O -22.10 31.95 -28.42
O -24.05 33.29 -29.48
C -23.27 33.66 -30.60
C -24.08 33.56 -31.88
O -24.32 30.78 -29.30
C -25.64 30.92 -29.87
C -26.60 30.24 -28.91
H -22.58 33.54 -25.65
H -24.30 33.76 -25.17
H -23.28 32.76 -24.16
H -22.96 31.21 -26.04
H -24.62 31.26 -25.55
H -22.83 34.65 -30.45
H -22.36 33.06 -30.77
H -23.51 33.76 -32.78
H -24.59 32.59 -31.95
H -24.92 34.26 -31.83
H -25.88 31.96 -30.06
H -25.56 30.41 -30.83
H -27.62 30.18 -29.31
H -26.39 29.18 -28.77
H -26.58 30.77 -27.96
C -27.17 28.01 -33.69
C -27.71 29.36 -33.27
O -26.94 30.49 -33.63
P -27.17 31.30 -34.98
O -28.57 31.67 -35.21
O -26.53 30.38 -36.15
C -25.21 29.88 -36.07
C -24.95 28.69 -36.97
O -26.14 32.51 -34.87
C -26.55 33.87 -34.73
C -25.62 34.82 -35.44
H -27.26 27.87 -34.77
H -26.11 27.83 -33.47
H -27.67 27.15 -33.26
H -28.74 29.47 -33.62
H -27.70 29.35 -32.18
H -24.38 30.59 -36.19
H -25.02 29.58 -35.03
H -24.67 29.03 -37.97
H -24.05 28.21 -36.60
H -25.80 28.02 -36.93
H -27.54 33.96 -35.19
H -26.69 34.14 -33.68
H -26.01 35.83 -35.56
H -24.70 34.88 -34.85
H -25.33 34.52 -36.45
C -29.18 29.77 -26.60
C -30.61 29.19 -26.44
O -31.40 30.33 -26.14
C -30.70 31.46 -26.21
O -31.14 32.56 -26.11
O -29.39 31.17 -26.40
H -28.76 29.53 -27.56
H -28.48 29.41 -25.85
H -30.75 28.39 -25.72
H -30.97 28.80 -27.40
C -28.12 24.65 -36.56
C -29.34 24.69 -35.64
O -28.87 24.34 -34.34
C -27.52 24.32 -34.37
O -26.80 23.97 -33.47
O -27.05 24.49 -35.60
H -28.07 25.55 -37.16
H -28.09 23.71 -37.11
H -30.02 23.90 -35.97
H -29.81 25.67 -35.70
C -31.70 30.46 -34.29
C -32.80 31.41 -33.73
O -33.51 31.76 -34.91
C -33.25 30.90 -35.91
O -33.83 30.88 -36.95
O -32.19 30.16 -35.59
H -31.75 29.53 -33.72
H -30.69 30.87 -34.30
H -32.42 32.33 -33.29
H -33.51 30.87 -33.11
C -26.75 22.93 -26.93
C -25.72 23.95 -26.41
O -25.22 23.31 -25.25
C -25.54 22.00 -25.27
O -25.18 21.19 -24.47
O -26.30 21.71 -26.33
H -26.72 22.85 -28.01
H -27.76 23.17 -26.58
H -26.24 24.86 -26.16
H -24.95 24.04 -27.17
C -24.68 22.84 -30.18
C -24.39 23.35 -31.59
O -22.98 23.48 -31.58
C -22.55 23.64 -30.32
O -21.46 24.00 -30.01
O -23.56 23.39 -29.45
H -24.53 21.75 -30.16
H -25.65 23.12 -29.79
H -24.86 24.33 -31.70
H -24.73 22.67 -32.36
C -28.42 22.32 -30.95
C -29.44 22.01 -32.04
O -30.56 21.57 -31.27
C -30.36 21.82 -29.96
O -31.13 21.51 -29.10
O -29.21 22.49 -29.77
H -27.83 23.22 -31.14
H -27.73 21.50 -30.70
H -29.12 21.27 -32.77
H -29.78 22.90 -32.56
```